w | # C3H9N

A 2-piece molecular cluster, C3H9N overall (wB97M-V/def2-TZVPD, the Open Molecules 2025 dataset).

Cartesian coordinates (Å):
C  -0.6967  -0.7070  0.6368
N  -1.8513  -0.0838  0.8170
C  -2.7803  -0.4343  -0.2013
H  0.1528  -0.1085  0.9765
H  -0.4720  -1.5769  -0.0101
H  -2.2494  -1.0436  -0.9283
H  -3.3336  0.3602  -0.6709
H  -3.5978  -1.0355  0.1848
C  2.9683  0.9652  -0.1790
H  2.9661  -0.1246  0.2060
H  2.0353  1.4723  0.1201
H  3.0049  0.7719  -1.2586
H  3.8538  1.5445  0.3071

SMILES string: C=NC.C
HOMO-LUMO gap in eV: 10.6
HOMO in eV: -9.73

***

x | # C3H9N

A 2-piece molecular cluster, C3H9N overall (wB97M-V/def2-TZVPD, the Open Molecules 2025 dataset).

Cartesian coordinates (Å):
C  -2.1594  -0.2727  -0.1193
C  -0.8650  -0.6309  -0.2938
N  -0.3739  -1.0465  -1.5029
H  -2.9674  -0.9342  -0.4176
H  -2.4635  0.5247  0.5477
H  -0.1848  -0.6288  0.5539
H  -1.0137  -1.0584  -2.2839
H  0.1990  -1.8832  -1.5061
C  1.9950  1.2055  0.9943
H  1.9007  0.9940  2.0595
H  2.8646  1.7630  0.6810
H  1.9756  0.2148  0.5514
H  1.0927  1.7528  0.7358

SMILES string: C=CN.C
HOMO-LUMO gap in eV: 9.0
HOMO in eV: -7.89

***

Most stable one: x, least stable one: w.

***

w | # H3INP

A single H3INP molecule (wB97M-V/def2-TZVPD, the Open Molecules 2025 dataset).

Cartesian coordinates (Å):
N  0.9116  0.1557  0.3048
P  -0.1858  -1.0408  -0.1425
I  -2.9288  0.2972  0.1183
H  1.0790  1.0627  -0.1256
H  0.9441  0.3503  1.3035
H  0.1798  -0.8251  -1.4586

SMILES string: NPI
HOMO-LUMO gap (alpha / beta) in eV: 7.5 / 7.5
HOMO (alpha / beta) in eV: -8.79 / -8.79

***

x | # H3INP

A 2-piece molecular cluster, H3INP overall (wB97M-V/def2-TZVPD, the Open Molecules 2025 dataset).

Cartesian coordinates (Å):
N  0.9488  0.7393  0.2825
P  -1.4092  -1.1752  0.1577
I  2.7359  -0.1580  0.3025
H  0.8579  1.2257  -0.6183
H  -1.4363  0.1359  0.9588
H  -1.6970  -0.7677  -1.0832

HOMO-LUMO gap (alpha / beta) in eV: 7.3 / 8.3
HOMO (alpha / beta) in eV: -8.63 / -9.45

***

Most stable one: w, least stable one: x.

***

w | # C4H4O2S

A single C4H4O2S molecule (wB97M-V/def2-TZVPD, the Open Molecules 2025 dataset).

Cartesian coordinates (Å):
C  -1.2756  -0.8829  -0.9854
C  -0.5028  0.0438  -0.1651
C  0.3566  1.1048  -0.8493
S  0.1635  2.0247  -2.3348
C  -0.0218  -0.2004  1.3174
O  -0.4977  -1.0814  1.9204
O  1.2706  0.4274  1.6142
H  -1.3630  -2.0529  -0.6337
H  -1.3652  -0.6319  -1.9981
H  1.3140  1.4275  -0.2679
H  1.9216  -0.1787  2.3822

SMILES string: C=C(C=S)C(=O)O
HOMO-LUMO gap in eV: 7.3
HOMO in eV: -8.79

***

x | # C4H4O2S

A single C4H4O2S molecule (wB97M-V/def2-TZVPD, the Open Molecules 2025 dataset).

Cartesian coordinates (Å):
C  -0.5023  1.7663  0.1690
C  -0.1746  0.3189  -0.1079
C  0.7442  -0.4555  0.6736
O  0.9108  -1.7408  0.2325
C  0.1538  -2.1529  -0.7430
O  0.1731  -3.2754  -1.1328
S  -0.7128  -0.7104  -1.4559
H  -1.6205  1.8338  0.2814
H  -0.1496  2.5360  -0.5711
H  0.0006  1.9340  1.1079
H  1.1774  -0.0542  1.5464

SMILES string: Cc1coc(=O)s1
HOMO-LUMO gap in eV: 9.4
HOMO in eV: -8.77

***

Most stable one: x, least stable one: w.

***

w | # C20H24CoF9N3OSbSe4

C20H24CoF9N3OSbSe4 as an isolated structure (wB97M-V/def2-TZVPD, the Open Molecules 2025 dataset).

Cartesian coordinates (Å):
Co  -0.0256  -0.3763  0.2410
N  1.6000  -2.4898  2.1563
C  2.4108  -1.7703  1.3020
C  3.7751  -2.1034  1.2708
C  4.6121  -1.4100  0.4329
C  4.0991  -0.3811  -0.3528
C  2.7548  -0.1169  -0.2620
N  1.9210  -0.8066  0.5330
C  0.3340  -2.2367  2.6766
C  -0.0906  -3.0325  3.7446
C  -1.3257  -2.7756  4.2999
C  -2.0976  -1.7370  3.7987
C  -1.5994  -1.0135  2.7356
N  -0.4129  -1.2667  2.1710
H  2.0741  -3.2495  2.6122
H  4.1494  -2.8942  1.9073
H  5.6648  -1.6598  0.3969
H  4.7231  0.2022  -1.0128
H  2.2793  0.6732  -0.8316
H  0.5410  -3.8253  4.1239
H  -1.6816  -3.3801  5.1246
H  -3.0707  -1.4999  4.2008
H  -2.1553  -0.2009  2.2901
Se  -2.1110  0.3851  -0.5498
Se  -3.9430  -0.7228  0.1332
Se  -1.6298  -2.7863  -2.4939
Se  -0.0224  -2.4380  -0.9553
F  1.7066  2.4400  4.0693
C  1.0117  1.6508  3.2262
F  -0.1385  1.3392  3.8411
F  1.7109  0.5125  3.1082
C  0.7454  2.3091  1.8285
O  0.3179  1.4660  0.9097
C  2.0817  3.0070  1.3843
F  3.1429  2.2007  1.5948
F  2.3394  4.1584  2.0322
F  2.0659  3.2832  0.0797
C  -0.3361  3.4323  2.0303
F  -0.3364  4.2699  0.9818
F  -1.5543  2.9039  2.1180
F  -0.1529  4.1864  3.1361
C  1.6601  4.5266  -3.7837
C  1.3904  3.0949  -4.2197
Sb  0.1839  1.9934  -2.7845
C  -0.2806  0.4291  -4.1836
C  0.9163  -0.4732  -4.4534
C  -1.6021  3.1372  -3.1593
C  -1.9095  4.1685  -2.0838
H  2.2636  5.0758  -4.5120
H  2.1874  4.5563  -2.8277
H  0.7283  5.0807  -3.6507
H  2.3272  2.5509  -4.3592
H  0.8524  3.0669  -5.1708
H  -0.6458  0.9026  -5.0994
H  -1.1024  -0.1465  -3.7526
H  1.7801  0.0925  -4.8151
H  0.6881  -1.2347  -5.2031
H  1.2125  -1.0003  -3.5438
H  -2.4053  2.3987  -3.2156
H  -1.4951  3.5901  -4.1491
H  -2.0713  3.6786  -1.1224
H  -2.8072  4.7456  -2.3215
H  -1.0890  4.8775  -1.9485

Charge: -1
Multiplicity: 4
HOMO-LUMO gap (alpha / beta) in eV: 6.4 / 6.0
HOMO (alpha / beta) in eV: -4.18 / -4.11
<S²>: 3.80

***

x | # C20H24CoF9N3OSbSe4

C20H24CoF9N3OSbSe4 as an isolated structure (wB97M-V/def2-TZVPD, the Open Molecules 2025 dataset).

Cartesian coordinates (Å):
Co  -0.2428  -0.9982  0.5698
N  2.4566  -2.6807  1.2483
C  1.2768  -3.4012  1.1228
C  1.3836  -4.7500  0.7759
C  0.2482  -5.5362  0.7304
C  -0.9567  -4.9668  1.1318
C  -0.9716  -3.6356  1.4837
N  0.0989  -2.8229  1.4205
C  2.6986  -1.3318  1.2671
C  3.9867  -0.9113  1.6505
C  4.2824  0.4329  1.6784
C  3.2930  1.3342  1.3105
C  2.0696  0.8327  0.9146
N  1.7587  -0.4623  0.8912
H  3.2877  -3.2530  1.2623
H  2.3505  -5.1575  0.5182
H  0.3009  -6.5641  0.3996
H  -1.8651  -5.5455  1.1673
H  -1.8859  -3.1704  1.8364
H  4.7318  -1.6442  1.9202
H  5.2636  0.7764  1.9688
H  3.4623  2.3984  1.3235
H  1.2905  1.5116  0.6002
Se  -0.2013  -3.2307  -2.0396
Se  -2.3691  -3.7593  -2.2657
Se  -3.6839  -2.7231  -0.5194
Se  -2.5759  -0.9304  0.3436
F  -2.1895  3.8642  2.4689
C  -1.3930  2.9753  1.8584
F  -0.1954  3.5636  1.7264
F  -1.8767  2.8270  0.6201
C  -1.2585  1.5749  2.5490
O  -0.7715  0.7329  1.6812
C  -2.6881  1.2035  3.0644
F  -3.6337  1.4501  2.1537
F  -3.0306  1.9091  4.1599
F  -2.7819  -0.0791  3.3927
C  -0.3503  1.7329  3.8228
F  -0.6183  0.8136  4.7577
F  0.9393  1.5879  3.5105
F  -0.4570  2.9323  4.4259
C  -0.4885  4.1692  -1.8885
C  0.3307  2.9853  -2.3443
Sb  -0.3226  1.0184  -1.5805
C  -1.7822  0.6192  -3.1839
C  -3.2186  0.9763  -2.8346
C  1.3748  0.0479  -2.5848
C  1.3994  0.1039  -4.0976
H  -0.1547  5.0847  -2.3832
H  -0.4004  4.3214  -0.8166
H  -1.5381  4.0151  -2.1278
H  1.3733  3.1062  -2.0553
H  0.2940  2.9060  -3.4262
H  -1.7182  -0.4480  -3.4044
H  -1.4489  1.1879  -4.0532
H  -3.5947  0.3261  -2.0429
H  -3.8601  0.8401  -3.7078
H  -3.3083  2.0084  -2.4928
H  1.3650  -0.9955  -2.2686
H  2.2730  0.5099  -2.1712
H  0.4867  -0.3164  -4.5116
H  2.2337  -0.4915  -4.4714
H  1.5212  1.1258  -4.4552

Charge: -1
Multiplicity: 4
HOMO-LUMO gap (alpha / beta) in eV: 5.2 / 5.2
HOMO (alpha / beta) in eV: -3.04 / -3.05
<S²>: 3.76

***

Most stable one: w, least stable one: x.